The following is a quantum chemistry calculation of C38H49AlN7O6PSSi as an isolated structure, from the Open Molecules 2025 dataset.

The calculation puts the HOMO energy at -7.7 eV. Its lowest unoccupied orbital energy is 0.12 eV. The value obtained for the orbital gap is 7.78 eV. Its spin multiplicity is 1.

Geometry (Å):
Al -0.5826 -0.7727 0.9467
O 0.8028 -1.7900 1.7611
N 2.0173 -1.3782 1.6854
N 2.0804 -0.2645 1.0951
O 0.9883 0.3097 0.6655
C 3.3401 0.3820 0.8747
C 3.3436 1.5976 0.2175
C 4.5580 2.2265 -0.0124
C 5.7419 1.6450 0.4154
C 5.7138 0.4248 1.0794
C 4.5119 -0.2184 1.3140
H 2.4092 2.0349 -0.1019
H 4.5717 3.1782 -0.5265
H 6.6865 2.1403 0.2334
H 6.6352 -0.0312 1.4164
H 4.4738 -1.1684 1.8263
O -3.1523 -0.8788 2.1364
C -2.0547 -0.3971 2.3828
C -1.9417 0.3157 3.7152
C -2.5282 -0.3109 4.8174
C -2.4430 0.2477 6.0778
C -1.7835 1.4605 6.2525
C -1.2213 2.0976 5.1617
C -1.2901 1.5350 3.8858
P -0.6665 2.4087 2.3917
C -1.5270 4.0232 2.5301
C -2.6367 4.1846 1.7021
C -3.3961 5.3454 1.7517
C -3.0439 6.3662 2.6211
C -1.9264 6.2257 3.4340
C -1.1732 5.0624 3.3899
C 1.0462 2.7902 2.9157
C 1.7766 1.8435 3.6343
C 3.1133 2.0595 3.9377
C 3.7430 3.2254 3.5262
C 3.0328 4.1632 2.7893
C 1.7001 3.9409 2.4753
H -3.0465 -1.2484 4.6622
H -2.8966 -0.2519 6.9247
H -1.7295 1.9159 7.2333
H -0.7292 3.0525 5.2988
H -2.9009 3.3905 1.0128
H -4.2560 5.4558 1.1037
H -3.6359 7.2713 2.6659
H -1.6393 7.0253 4.1052
H -0.2978 4.9721 4.0216
H 1.2945 0.9304 3.9668
H 3.6625 1.3154 4.5011
H 4.7802 3.4025 3.7786
H 3.5203 5.0695 2.4523
H 1.1605 4.6741 1.8868
N -2.5334 -5.4526 2.3611
N -2.3579 -4.3210 1.5897
N -3.2256 -3.9716 0.6650
C -2.6344 -2.9019 0.1598
N -1.4546 -2.6691 0.7510
N -1.3020 -3.5941 1.6852
H -3.5302 -5.6214 2.4178
H -2.1217 -5.2778 3.2697
H -3.0211 -2.3179 -0.6571
C 1.8790 0.4316 -2.4482
C 1.1910 0.2687 -3.8009
C 0.7438 1.6290 -4.3236
C 2.1207 -0.4084 -4.7990
O 0.0123 -0.5323 -3.6901
Si -0.7418 -1.3187 -2.4744
S -1.4540 0.0150 -1.0101
O -1.9700 -2.1568 -3.1571
C -2.9433 -1.8336 -4.1571
C -3.5470 -0.4614 -3.8885
C -4.0077 -2.9169 -4.0554
C -2.2817 -1.8695 -5.5314
O 0.2183 -2.4048 -1.7168
C 0.8311 -3.6330 -2.1271
C 2.3084 -3.5213 -1.7719
C 0.6583 -3.9040 -3.6195
C 0.1815 -4.7556 -1.3243
H 2.8172 0.9774 -2.5634
H 2.0916 -0.5422 -2.0027
H 1.2288 0.9810 -1.7657
H 1.6057 2.2755 -4.4984
H 0.0857 2.1051 -3.5949
H 0.1955 1.5117 -5.2598
H 2.9536 0.2511 -5.0471
H 1.5780 -0.6504 -5.7143
H 2.5266 -1.3325 -4.3830
H -3.9727 -0.4195 -2.8853
H -4.3297 -0.2478 -4.6180
H -2.7817 0.3149 -3.9586
H -4.5000 -2.8748 -3.0822
H -3.5480 -3.9001 -4.1673
H -4.7596 -2.7897 -4.8353
H -1.5030 -1.1101 -5.5951
H -3.0234 -1.6905 -6.3115
H -1.8238 -2.8460 -5.7003
H 2.8126 -2.8006 -2.4184
H 2.8002 -4.4891 -1.8840
H 2.4106 -3.1931 -0.7360
H 0.9674 -3.0442 -4.2156
H -0.3858 -4.1159 -3.8500
H 1.2660 -4.7642 -3.9035
H 0.4053 -4.6468 -0.2607
H 0.5596 -5.7228 -1.6600
H -0.9003 -4.7360 -1.4679

The following is a quantum chemistry calculation of C38H50CaN3O2STe as an isolated structure, from the Open Molecules 2025 dataset.

The calculation puts the HOMO energy at -3.3 eV. Its lowest unoccupied orbital energy is 2.27 eV. The value obtained for the orbital gap is 5.60 eV. Its charge is -1. Its spin multiplicity is 1.

Geometry (Å):
Ca 1.1443 -0.7406 -0.2814
C 3.8833 -0.7815 -2.5628
N 3.8413 -0.3500 -1.1722
C 4.5345 -1.3179 -0.3328
C 4.3694 0.9852 -0.9955
C 3.4304 2.0248 -1.5770
N 2.0809 1.8751 -1.0517
C 1.9609 2.4689 0.2748
C 1.0957 2.4498 -1.9589
H 4.9218 -0.8064 -2.9365
H 3.3065 -0.1055 -3.1941
H 3.4323 -1.7671 -2.6365
H 5.5971 -1.4201 -0.6125
H 4.0425 -2.2848 -0.4289
H 4.4876 -1.0033 0.7117
H 5.3695 1.0975 -1.4533
H 4.4967 1.1582 0.0766
H 3.3875 1.9315 -2.6628
H 3.8295 3.0318 -1.3660
H 2.0567 3.5659 0.2375
H 2.7312 2.0774 0.9387
H 0.9920 2.2350 0.7169
H 1.2302 3.5378 -2.0767
H 0.0867 2.2695 -1.5892
H 1.1792 1.9774 -2.9387
Te -2.8419 1.2404 -1.2799
C -4.1020 2.9221 -1.6386
C -3.8924 3.7426 -2.7446
C -4.7245 4.8264 -2.9995
C -5.7825 5.1036 -2.1480
C -6.0058 4.2890 -1.0460
C -5.1767 3.2047 -0.7978
C -1.8582 2.2623 0.3041
C -1.4629 1.6045 1.4628
C -0.8585 2.3199 2.4920
C -0.6654 3.6888 2.3862
C -1.0675 4.3476 1.2320
C -1.6471 3.6361 0.1919
H -3.0678 3.5333 -3.4159
H -4.5444 5.4543 -3.8644
H -6.4313 5.9488 -2.3408
H -6.8344 4.4971 -0.3795
H -5.3619 2.5753 0.0639
H -1.5958 0.5326 1.5515
H -0.5355 1.7926 3.3793
H -0.1973 4.2355 3.1953
H -0.9153 5.4156 1.1288
H -1.9531 4.1611 -0.7051
O -0.2271 -2.7256 1.2652
S -1.5396 -1.9215 0.5700
N -1.0502 -1.1588 -0.8271
C -4.6146 -3.5112 -2.7983
C -3.1510 -3.4028 -2.4776
C -2.5082 -2.2363 -2.4796
C -1.0731 -2.0349 -2.0713
C -0.3927 -1.2193 -3.1813
C -0.3575 -3.3822 -1.8772
C 0.9754 -3.4555 -1.5968
O 1.8032 -2.4659 -1.4093
C -1.1202 -4.6296 -1.8934
C -0.4444 -5.9349 -1.5652
C -2.4391 -4.6346 -2.1614
H -5.0539 -2.5306 -2.9852
H -5.1570 -3.9743 -1.9696
H -4.7846 -4.1399 -3.6777
H -3.0590 -1.3357 -2.7348
H -0.9112 -0.2679 -3.3282
H -0.4270 -1.7819 -4.1164
H 0.6603 -1.0146 -2.9720
H 1.4246 -4.4489 -1.5040
H 0.0143 -5.9037 -0.5750
H 0.3439 -6.1801 -2.2816
H -1.1788 -6.7411 -1.5811
H -2.9946 -5.5667 -2.1417
C 1.5601 -2.9186 4.0927
C 0.7908 -1.7820 3.3798
C -0.6628 -1.8436 3.8570
C 0.9004 -1.9348 1.8355
C 1.4603 -0.4846 3.8333
C 2.6051 -0.0257 3.1785
C 3.2771 1.1130 3.5908
C 2.8173 1.8404 4.6822
C 1.6942 1.3927 5.3587
C 1.0347 0.2411 4.9433
H 1.1285 -3.8775 3.7980
H 1.5179 -2.8333 5.1836
H 2.6110 -2.9116 3.7943
H -1.1566 -2.6990 3.4025
H -1.2268 -0.9537 3.5709
H -0.7186 -1.9537 4.9433
H 1.7240 -2.6534 1.6795
H 2.9642 -0.5909 2.3259
H 4.1662 1.4366 3.0604
H 3.3303 2.7392 5.0014
H 1.3207 1.9418 6.2151
H 0.1587 -0.0868 5.4876

The following is a quantum chemistry calculation of a 5-piece molecular cluster, C38H50Cl2F7N8O7S2 overall in a non-equilibrium geometry, from the Open Molecules 2025 dataset.

The calculation puts the HOMO energy at -10.3 eV. Its lowest unoccupied orbital energy is -4.21 eV. The value obtained for the orbital gap is 6.11 eV. Its charge is +1. Its spin multiplicity is 1.

Geometry (Å):
C -1.9468 -0.1355 2.3664
C -0.7126 0.6355 1.6795
N -0.0234 -0.0653 0.5895
C 1.3463 -0.4387 0.7486
N 1.6840 -1.8869 0.8648
C 1.7116 -2.3451 -0.5746
C 2.5293 -3.7102 -0.8214
C 3.7718 -3.9355 0.1390
F 4.4207 -2.9170 0.9084
C 4.3657 -5.2519 0.2464
F 5.6486 -5.4086 -0.3370
F 3.7801 -6.3409 0.9232
C 0.5311 -2.5074 1.6112
C 0.9307 -3.9162 2.3384
N -0.0827 -4.0622 3.4665
N 0.7415 -5.1009 1.4660
N 2.2639 -3.8203 2.9814
N 2.3472 0.4339 0.7742
C 2.2050 1.9015 0.6318
C 3.2487 2.6388 1.6413
C 2.5476 3.8846 2.4226
S 1.9939 3.2919 4.1117
O 1.6673 1.8230 4.1518
O 0.7783 4.0360 4.6209
O 3.1935 3.5337 5.2801
N 3.6435 -0.1119 0.8959
C 4.2942 0.0679 -0.2360
S 4.9588 0.3480 -1.7282
C -0.5438 0.0816 -0.7567
C 0.4694 0.4973 -1.8704
C -0.0564 0.6099 -3.3280
C -1.5720 0.2813 -3.5415
C -2.3781 -0.1024 -2.2795
N -1.9227 -0.2131 -0.9387
H -1.6597 -0.3213 3.4686
H -2.0685 -1.1559 1.8745
H -2.9047 0.4944 2.3275
H -1.0956 1.6613 1.3072
H 0.0338 0.8943 2.5237
H 0.6517 -2.4980 -1.0015
H 2.2010 -1.5448 -1.2511
H 1.8749 -4.6542 -0.8341
H 2.9597 -3.6376 -1.8938
H 0.2571 -1.8041 2.4848
H -0.3757 -2.6499 0.9062
H -0.0161 -3.2527 4.1038
H -1.0022 -3.9350 2.9929
H 1.4215 -5.8402 1.6982
H -0.1999 -5.4973 1.5801
H 2.8456 -4.6474 2.8038
H 2.1427 -3.6682 3.9924
H 2.4901 2.2860 -0.4184
H 1.1830 2.3330 0.8654
H 3.6013 1.9340 2.4846
H 4.1883 2.9941 1.0866
H 1.7069 4.3631 1.8231
H 3.3202 4.7122 2.6422
H 3.0651 2.8466 5.9862
H 1.5734 0.6959 -1.7089
H 0.6038 0.8972 -4.2044
H -2.0810 0.2948 -4.5560
H -3.4836 -0.3678 -2.4606
Cl -2.2210 -1.4936 -8.2229
C -0.5646 -1.0222 -8.3587
C 0.1763 -0.5836 -7.2626
Cl -0.4974 -0.4865 -5.6701
C 1.5073 -0.2072 -7.4322
C 2.0983 -0.2705 -8.6895
C 1.3602 -0.7132 -9.7819
C 0.0312 -1.0877 -9.6165
H 2.0902 0.1375 -6.5844
H 3.1342 0.0251 -8.8171
H 1.8200 -0.7662 -10.7629
H -0.5385 -1.4306 -10.4734
C 0.1665 7.3143 3.2010
C 0.9747 8.5464 2.8443
O 0.9205 8.8005 1.4316
C -0.1926 9.4172 0.9843
O -1.1112 9.7495 1.6861
C -0.0999 9.6648 -0.5183
F 0.3321 8.5778 -1.1945
F 0.7604 10.6623 -0.8095
F -1.2801 10.0058 -1.0628
H 0.4941 6.4535 2.6117
H 0.2705 7.0765 4.2614
H -0.8935 7.4610 2.9826
H 2.0253 8.3794 3.0929
H 0.6461 9.4229 3.4088
O -0.1740 -4.2600 -1.4711
C -0.5092 -5.2988 -2.0015
O -1.8114 -5.5959 -2.1301
C -2.3196 -6.7046 -2.8909
C -2.3167 -7.9762 -2.0670
C 0.5158 -6.3083 -2.4371
H -1.7805 -6.8124 -3.8350
H -3.3490 -6.4490 -3.1516
H -1.3051 -8.2606 -1.7692
H -2.7551 -8.8013 -2.6318
H -2.8889 -7.8350 -1.1470
H 0.8153 -6.9094 -1.5762
H 1.3856 -5.7730 -2.8228
H 0.1797 -6.9617 -3.2393
F -4.7148 0.4499 3.0865
C -5.3591 1.3731 3.8240
C -6.5463 1.0338 4.4528
C -7.2095 1.9865 5.2192
C -6.6831 3.2704 5.3388
C -5.4926 3.6010 4.6985
C -4.8232 2.6457 3.9410
H -6.9448 0.0321 4.3415
H -8.1354 1.7295 5.7219
H -7.2035 4.0142 5.9333
H -5.0860 4.6025 4.7894
H -3.8903 2.8831 3.4428

The following is a quantum chemistry calculation of C38H50ClN4O3Yb as an isolated structure in a non-equilibrium geometry, from the Open Molecules 2025 dataset.

The calculation puts the HOMO energy (alpha / beta) at -7.3 / -7.3 eV. Its lowest unoccupied orbital energy (alpha / beta) is 0.48 / 0.48 eV. The value obtained for the orbital gap (alpha / beta) is 7.78 / 7.80 eV. Its spin multiplicity is 2.

Geometry (Å):
Yb 0.7802 -0.3114 0.1732
N 2.9689 1.2333 0.5562
C 4.0855 0.2636 0.5811
C 3.5972 -1.0639 1.1911
O 4.4044 -1.9247 1.4775
O 2.3166 -1.1182 1.3411
H 3.2710 2.0837 0.0974
H 2.7565 1.4888 1.5165
H 4.9524 0.6090 1.1467
H 4.4083 0.0600 -0.4418
O -1.4117 0.5114 -1.2204
C -2.7637 0.8264 -0.8785
C -3.8001 0.7994 -2.0109
C -3.9233 2.0425 -2.9213
C -3.0658 2.1007 -4.1576
C -3.6436 2.0373 -5.4230
C -2.8419 2.1675 -6.5437
C -1.4836 2.3808 -6.3758
C -0.9944 2.4352 -5.0834
N -1.7551 2.2783 -4.0026
H -1.1299 1.1095 -1.9450
H -2.8036 1.7902 -0.3537
H -3.0441 0.0561 -0.1585
H -4.7727 0.6824 -1.5290
H -3.6342 -0.0924 -2.6214
H -3.7305 2.9389 -2.3257
H -4.9583 2.1054 -3.2598
H -4.7120 1.9018 -5.5253
H -3.2747 2.1210 -7.5348
H -0.8225 2.4982 -7.2227
H 0.0583 2.6231 -4.9041
C -2.0909 -4.3440 -0.3609
C -1.8915 -3.1538 0.5737
C -3.2536 -2.6029 1.0196
C -1.0378 -3.4738 1.7903
C -0.9118 -4.7672 2.2732
C -0.1796 -5.0269 3.4204
C 0.4569 -3.9936 4.0805
C 0.3754 -2.6816 3.6256
C 1.1498 -1.5992 4.3545
C 0.4821 -1.2526 5.6920
C 2.6092 -2.0048 4.5845
C -0.3978 -2.4270 2.4804
N -0.5052 -1.1202 1.9374
C -1.0446 -0.1673 2.6369
C -1.0168 1.1820 2.2403
C -1.7018 2.2512 2.8332
C -1.3674 3.3743 2.1021
C -0.4780 2.9549 1.0889
N -0.2548 1.6334 1.1685
C 0.1508 3.9131 0.0941
C -0.9703 4.7293 -0.5714
C 1.0525 4.8803 0.8818
C 0.9707 3.2210 -1.0107
H -2.5748 -4.0114 -1.2805
H -2.7305 -5.1007 0.0963
H -1.1379 -4.8042 -0.6253
H -1.3917 -2.3622 0.0034
H -3.7658 -3.3327 1.6493
H -3.8824 -2.3910 0.1514
H -3.1352 -1.6839 1.5930
H -1.3934 -5.5859 1.7550
H -0.0986 -6.0413 3.7897
H 1.0368 -4.2119 4.9688
H 1.1596 -0.7034 3.7342
H 0.4389 -2.1331 6.3360
H -0.5369 -0.8899 5.5486
H 1.0532 -0.4780 6.2075
H 2.6883 -2.8076 5.3199
H 3.1711 -1.1494 4.9660
H 3.0715 -2.3357 3.6553
H -1.5650 -0.3946 3.5687
H -2.3691 2.1864 3.6800
H -1.7157 4.3784 2.2847
H -1.5648 5.2653 0.1685
H -1.6336 4.0688 -1.1323
H -0.5448 5.4595 -1.2638
H 0.4780 5.4126 1.6402
H 1.5010 5.6164 0.2103
H 1.8520 4.3318 1.3851
H 1.0370 2.1471 -0.8605
H 1.9855 3.6229 -1.0421
H 0.5104 3.3987 -1.9777
Cl 1.4061 -2.9859 -0.6811
C 2.7006 -2.3075 -1.6528
C 3.9472 -2.8989 -1.6451
C 4.9711 -2.3115 -2.3741
C 4.7244 -1.1378 -3.0760
C 3.4727 -0.5469 -3.0506
C 2.4085 -1.1117 -2.3295
C 1.0808 -0.5086 -2.2263
H 4.1237 -3.7903 -1.0589
H 5.9537 -2.7628 -2.3793
H 5.5184 -0.6788 -3.6528
H 3.2991 0.3767 -3.5915
H 0.3072 -1.2567 -2.4403
H 0.9648 0.2912 -2.9485